{"formula": "C37H37BrN3O2PPdSe2", "method": "wB97M-V/def2-TZVPD", "elements": ["Pd", "Br", "Se", "Se", "P", "O", "O", "N", "N", "N", "C", "C", "C", "C", "C", "C", "C", "C", "C", "C", "C", "C", "C", "C", "C", "C", "C", "C", "C", "C", "C", "C", "C", "C", "C", "C", "C", "C", "C", "C", "C", "C", "C", "C", "C", "C", "C", "H", "H", "H", "H", "H", "H", "H", "H", "H", "H", "H", "H", "H", "H", "H", "H", "H", "H", "H", "H", "H", "H", "H", "H", "H", "H", "H", "H", "H", "H", "H", "H", "H", "H", "H", "H", "H"], "coordinates": [[0.647, -0.076, -0.347], [3.286, -0.232, 0.866], [0.880, 0.394, -2.799], [-0.215, 2.491, -0.086], [-0.043, 2.294, -2.339], [-3.328, 0.340, 3.752], [-1.596, 1.315, 0.150], [0.309, 0.217, 1.890], [1.574, -2.784, -3.481], [-0.973, 0.410, 2.279], [3.570, -1.854, 7.157], [0.039, -4.745, 0.284], [2.176, -2.741, -2.068], [-4.954, -1.022, 0.198], [1.414, 6.055, -2.593], [-0.774, -3.773, 0.847], [2.164, 0.093, 7.089], [-3.957, 3.178, -4.463], [2.465, 3.473, -2.474], [-2.020, 1.065, 1.480], [-3.783, 3.619, -3.158], [-3.896, -0.138, 2.597], [1.144, -0.126, 2.801], [1.085, 3.678, -2.485], [2.647, -3.027, -4.487], [-3.806, -0.244, 0.206], [3.313, 4.567, -2.525], [-5.042, -0.914, 2.599], [2.759, -0.934, 7.808], [-1.614, 2.594, -3.122], [1.002, -4.361, -0.629], [2.559, -0.376, 2.618], [-0.575, -2.435, 0.539], [-2.967, 2.437, -5.096], [3.403, -0.708, 3.605], [-2.609, 3.331, -2.481], [2.354, 0.187, 5.720], [2.788, 5.851, -2.585], [-1.793, 2.135, -4.427], [1.178, -3.021, -0.990], [-5.570, -1.355, 1.396], [3.772, -1.753, 5.791], [0.555, 4.971, -2.543], [3.143, -0.751, 5.050], [-3.261, 0.199, 1.404], [0.443, -3.740, -3.659], [0.417, -2.034, -0.354], [2.967, -3.489, -2.075], [-6.469, -1.957, 1.398], [3.448, -2.307, -4.331], [-5.372, -1.360, -0.740], [-2.480, 3.665, -1.458], [4.057, -2.641, 7.716], [2.234, -2.915, -5.486], [-3.331, 0.023, -0.727], [0.139, -3.705, -4.703], [-1.217, -1.700, 1.009], [-4.562, 4.185, -2.666], [-0.078, -5.787, 0.549], [-0.377, -3.448, -3.010], [-0.516, 5.130, -2.570], [0.779, -4.740, -3.401], [4.384, 4.419, -2.523], [1.567, 0.837, 7.600], [-2.263, 2.025, 1.955], [-5.523, -1.167, 3.537], [-1.553, -4.048, 1.545], [-1.025, 1.548, -4.915], [1.194, -1.853, -3.666], [-1.222, 0.248, 3.246], [-4.874, 3.408, -4.988], [3.023, -4.038, -4.351], [0.792, -0.260, 3.821], [1.012, 7.057, -2.647], [-3.900, 0.155, 4.506], [1.640, -5.114, -1.078], [1.942, 1.034, 5.185], [4.407, -0.994, 3.313], [4.418, -2.463, 5.289], [2.865, 2.469, -2.430], [3.456, 6.701, -2.629], [2.633, -1.757, -1.971], [-3.113, 2.091, -6.110], [2.610, -1.003, 8.877]], "energy_ev": -261023.6504, "lumo_ha": -0.210, "fmax_ha_per_bohr": 0.0098, "orbital_gap_ha": 0.24660, "total_charge": 2, "de_lowest_kj_mol": 83.44}

---

{"formula": "C37H37ClN8O4SiSr", "method": "wB97M-V/def2-TZVPD", "elements": ["Sr", "Cl", "Si", "O", "O", "O", "O", "N", "N", "N", "N", "N", "N", "N", "N", "C", "C", "C", "C", "C", "C", "C", "C", "C", "C", "C", "C", "C", "C", "C", "C", "C", "C", "C", "C", "C", "C", "C", "C", "C", "C", "C", "C", "C", "C", "C", "C", "C", "C", "C", "C", "C", "H", "H", "H", "H", "H", "H", "H", "H", "H", "H", "H", "H", "H", "H", "H", "H", "H", "H", "H", "H", "H", "H", "H", "H", "H", "H", "H", "H", "H", "H", "H", "H", "H", "H", "H", "H", "H"], "coordinates": [[0.138, 0.437, 0.042], [1.988, 4.037, -0.029], [-0.333, 1.430, 3.294], [0.923, 4.064, -1.046], [1.829, 2.764, 0.708], [1.737, 5.128, 0.827], [3.273, 4.077, -0.698], [0.627, -2.269, 0.503], [-0.204, -4.407, 0.481], [1.755, 1.005, -2.801], [2.210, -4.049, 0.457], [1.376, -6.153, -0.008], [-1.725, -2.741, 0.918], [2.652, -0.501, 0.140], [0.528, -1.328, -2.197], [-1.489, 0.244, 4.217], [-2.791, 2.986, 3.469], [-1.834, -1.452, 5.990], [-2.678, -0.262, 3.574], [-1.915, 4.984, 1.738], [-1.476, 2.911, 2.954], [-3.258, 0.114, -2.292], [-3.467, -1.188, 4.192], [2.918, -1.798, 0.108], [-0.411, -2.402, -2.122], [-4.900, 0.614, -0.593], [5.185, -1.344, -0.478], [2.417, -0.218, -3.095], [3.670, -0.272, -3.745], [-3.387, 0.710, -0.985], [-0.377, -3.197, 0.771], [1.123, -4.949, 0.371], [1.207, -3.782, -3.537], [-3.173, 5.056, 2.273], [4.964, -0.038, -0.383], [2.184, -2.633, -3.407], [1.735, -1.533, -2.810], [1.766, -2.810, 0.361], [-2.599, -0.147, 0.016], [3.540, -2.645, -3.995], [-1.132, 3.928, 2.021], [3.719, 2.129, -3.387], [4.245, -1.511, -4.055], [-2.894, 2.187, -0.905], [4.448, 0.983, -3.653], [4.099, -2.249, -0.377], [2.438, 2.105, -3.000], [-3.626, 4.046, 3.176], [-3.094, -1.808, 5.468], [3.676, 0.365, -0.024], [0.016, -3.553, -2.912], [-1.127, -0.442, 5.389], [5.428, 0.728, -3.974], [-0.170, 3.818, 1.560], [-1.544, -1.857, 6.991], [-3.211, -0.365, 0.914], [1.466, -4.928, -3.710], [-3.067, 2.768, -1.816], [5.737, 0.744, -0.396], [-3.034, 0.192, 2.669], [-5.138, 1.147, 0.349], [-3.717, -0.986, -2.326], [3.416, 1.483, 0.101], [1.857, 2.975, -2.767], [-5.534, 0.916, -1.529], [-1.607, 5.604, 0.852], [-3.139, 2.113, 4.163], [-4.184, -1.756, 3.721], [0.390, 3.946, -3.912], [5.270, -1.452, -4.377], [-0.765, -4.352, -2.897], [0.281, 1.844, 4.691], [6.248, -1.778, -0.681], [-5.057, -0.462, -0.398], [2.288, -6.300, -0.204], [-2.497, -3.409, 0.331], [3.730, -3.640, -4.239], [-1.931, -1.694, 0.638], [-4.584, 3.998, 3.498], [-1.774, 2.230, -1.019], [4.222, 3.050, -3.354], [-3.695, -2.651, 6.028], [4.406, -3.450, -0.529], [-3.836, 0.750, -3.021], [-2.191, 0.099, -2.573], [-3.890, 5.765, 1.892], [-0.241, -0.149, 5.862], [-3.294, 2.768, -0.001], [-1.133, -2.330, -1.462]], "energy_ev": -80301.6125, "lumo_ha": [0.130, 0.133], "fmax_ha_per_bohr": 0.2227, "orbital_gap_ha": [0.18059, 0.18465], "total_charge": -2, "de_lowest_kj_mol": 950.89}

---

{"formula": "C37H37IrN9O2", "method": "wB97M-V/def2-TZVPD", "elements": ["Ir", "O", "O", "N", "N", "N", "N", "N", "N", "N", "N", "N", "C", "C", "C", "C", "C", "C", "C", "C", "C", "C", "C", "C", "C", "C", "C", "C", "C", "C", "C", "C", "C", "C", "C", "C", "C", "C", "C", "C", "C", "C", "C", "C", "C", "C", "C", "C", "C", "H", "H", "H", "H", "H", "H", "H", "H", "H", "H", "H", "H", "H", "H", "H", "H", "H", "H", "H", "H", "H", "H", "H", "H", "H", "H", "H", "H", "H", "H", "H", "H", "H", "H", "H", "H", "H"], "coordinates": [[-0.034, -0.686, 0.832], [-2.280, -5.522, 4.634], [0.869, 3.134, -2.291], [-0.141, 0.827, 2.240], [-0.087, -4.953, 4.582], [1.717, -0.299, 3.088], [-0.178, -2.162, -0.646], [-1.357, -1.640, 2.154], [1.421, -0.090, -0.544], [-0.823, 4.553, -2.831], [1.550, -1.065, 2.115], [-1.349, 0.387, -0.498], [0.143, 5.572, -3.285], [-1.403, -4.745, 4.349], [-0.948, -2.734, 2.827], [-2.361, -0.121, -1.228], [-2.243, 4.919, -2.831], [-0.842, 1.572, -0.867], [3.764, -1.971, 2.667], [-0.396, -3.898, -2.779], [-3.534, -1.906, 3.101], [-2.818, 5.090, -4.228], [3.385, 0.475, -2.400], [2.325, -3.132, 1.092], [1.541, -0.855, -1.651], [-1.199, -4.057, -1.660], [-1.087, 1.767, 2.356], [4.483, -4.028, 1.645], [0.690, 5.284, -4.673], [0.776, 0.718, 3.218], [2.274, 0.922, -0.349], [3.267, 1.239, -1.253], [2.565, -2.064, 1.954], [-1.122, 2.629, 3.441], [-1.251, 2.259, -1.996], [2.514, -0.587, -2.595], [-0.330, 3.395, -2.398], [0.608, -1.996, -1.731], [4.717, -2.957, 2.502], [-1.062, -3.169, -0.613], [-1.793, -3.456, 3.645], [-0.160, 2.527, 4.434], [-2.631, -1.237, 2.300], [3.286, -4.117, 0.944], [-3.115, -3.040, 3.775], [0.512, -2.852, -2.816], [-2.269, 1.709, -2.761], [-2.851, 0.516, -2.347], [0.816, 1.547, 4.323], [-3.784, -3.627, 4.393], [-0.475, -4.579, -3.616], [-0.107, 5.235, -5.415], [0.951, 5.610, -2.556], [5.652, -2.891, 3.043], [0.070, -3.054, 2.652], [3.951, -1.137, 3.327], [1.375, 6.076, -4.971], [-4.551, -1.548, 3.175], [-1.815, 1.835, 1.562], [1.138, -2.707, -3.685], [0.160, -5.795, 5.080], [3.913, 2.083, -1.060], [1.387, -3.211, 0.567], [-3.887, 5.288, -4.169], [-2.599, 2.193, -3.671], [-0.171, 3.196, 5.284], [5.236, -4.796, 1.525], [-2.926, -0.360, 1.739], [-3.663, 0.067, -2.901], [3.102, -4.958, 0.289], [-2.798, 4.172, -2.267], [-2.334, 5.853, -2.273], [-2.664, 4.199, -4.839], [-1.902, 3.376, 3.490], [-1.921, -4.859, -1.591], [-1.667, -3.259, 0.278], [-0.379, 6.528, -3.256], [0.604, -4.229, 4.515], [2.609, -1.208, -3.474], [1.238, 4.343, -4.682], [-2.358, 5.930, -4.746], [4.147, 0.696, -3.136], [1.589, 1.404, 5.065], [2.133, 1.511, 0.548], [-0.039, 1.980, -0.274], [-2.777, -1.063, -0.896]], "energy_ev": -59293.9517, "lumo_ha": -0.358, "fmax_ha_per_bohr": 0.0199, "orbital_gap_ha": 0.23160, "total_charge": 3, "de_lowest_kj_mol": 0.00}